No. 1
The following is a DFT calculation (ωB97M-V with the def2-TZVPD basis set) of a molecular structure, C42H105F2HgN8O18S2 in a non-equilibrium geometry.

Lowest unoccupied orbital energy (eV): -8.48
Total charge: +1
HOMO energy (Ha): -0.348
HOMO-LUMO gap (eV): 1.00
Multiplicity: 1

Each line ends with the Löwdin charge.
Atoms and positions in Å:
C  -1.84867  4.36723  -2.64252  -0.1844
C  -5.18154  -6.23629  6.08690  -0.1681
H  -7.26290  3.07074  -0.33185  0.0909
H  -4.77239  -7.05800  5.49913  0.1216
S  -5.30377  -0.94561  2.43788  0.3623
H  -5.99700  4.76722  8.72561  0.0699
H  -2.06224  -2.84818  -3.33612  0.1276
O  5.11704  -0.96063  4.81609  -0.1903
C  -8.60114  0.21188  8.23069  -0.1120
C  -6.54462  -5.84661  5.37836  -0.2087
H  -15.85559  -3.74419  4.03348  0.1120
O  -4.23541  4.97836  9.93500  -0.1939
C  -1.15504  7.22163  -0.44850  -0.0888
H  -6.93110  -4.95077  5.86436  0.1176
H  -3.38172  3.29662  8.87092  0.1139
H  -5.26539  -6.25261  -1.11959  0.0961
H  -8.39128  1.10149  7.63684  0.0797
C  -6.58791  -1.01577  8.06045  -0.2091
H  -11.86661  -2.78996  1.71038  0.0844
C  0.18742  -1.01209  6.91960  -0.1990
H  4.56109  -2.18910  3.27549  0.0800
H  -3.01473  4.63201  -1.11880  0.1047
H  -17.89778  -3.76340  0.19484  0.1144
H  -0.28538  -3.14712  -0.88952  0.1345
C  -5.88053  -7.92506  7.67648  -0.2114
H  -1.79118  -4.23959  -2.20697  0.1369
H  -5.26861  6.39092  6.13730  0.0991
H  -1.31188  2.03796  0.68597  0.0833
C  -3.31234  4.37939  8.97536  -0.1977
H  -14.79000  -0.97043  3.01138  0.1187
O  -18.91685  -1.99450  0.71535  -0.2030
C  -4.20433  4.58303  -2.67371  -0.2134
H  0.87214  -1.85918  6.96044  0.1147
H  -6.63188  8.20811  6.90890  0.0828
C  -4.02051  -3.58105  10.93848  -0.2133
N  -3.49533  6.31044  7.40136  -0.0293
H  -2.10466  4.28875  -3.69912  0.1176
F  -4.23856  2.56984  2.13451  -0.2494
H  -18.51233  -1.83662  -1.31951  0.0790
C  -1.79196  -3.21015  11.91194  -0.1170
C  -4.21605  6.67237  6.10575  -0.1747
N  1.64309  0.26163  5.30205  -0.0827
H  -0.01385  -1.94924  -2.03433  0.1292
H  1.13113  0.96267  9.48328  0.0923
H  -4.57021  -5.33734  6.00775  0.1152
H  -2.68827  4.36559  6.92546  0.1142
H  -0.87092  7.25432  0.60331  0.0898
O  -6.42078  1.81761  3.08388  -0.2835
H  0.66657  -0.81146  -0.12607  0.1271
H  -4.28855  4.35259  -3.73574  0.1289
H  2.33748  -1.58166  4.93732  0.1143
H  -1.29140  -2.98241  12.85305  0.0882
H  0.36910  1.45844  0.39364  0.1020
H  -5.07546  -0.84937  9.48680  0.1141
H  -6.75622  -9.02691  9.17887  0.1251
H  -5.18742  -1.99047  11.68696  0.1163
H  -6.37017  4.75089  -2.54136  0.1314
H  -6.23832  -5.60849  4.35974  0.1166
H  -12.86741  -1.31829  1.42695  0.0858
H  -9.38602  -7.34891  4.73043  0.0869
N  -3.06775  4.03844  -1.93426  -0.0193
H  -4.48108  -2.93113  -2.31283  0.1184
C  1.28778  0.27590  8.65147  -0.0947
C  -17.91052  -3.56420  2.29501  -0.2305
H  -3.10234  8.47751  5.64603  0.1137
C  -0.64877  1.17327  0.65955  -0.0743
H  -9.35962  0.56043  8.93164  0.0840
C  -5.46454  -1.70487  8.93467  -0.2029
O  -1.16892  0.18108  -0.24471  -0.3412
H  -6.96721  -1.81738  7.42668  0.1117
C  -5.60397  4.53748  9.71599  -0.0876
C  -6.02735  9.11211  6.98238  -0.1414
C  -3.79696  -3.77082  -2.43526  -0.2575
H  -9.13449  -0.41199  7.51345  0.0847
H  -3.70430  6.15253  5.29583  0.1116
H  1.98878  0.64960  7.90512  0.0697
C  -18.59982  -3.40188  0.94620  -0.2037
H  -0.23527  0.78425  5.95280  0.1267
H  1.95795  1.20535  5.47626  0.1119
H  -3.47017  -3.04048  10.16841  0.0993
H  -5.38310  5.06466  -1.12020  0.1274
O  -6.74255  -1.01337  2.70654  -0.2852
H  -3.99511  6.73485  8.16960  0.0984
H  -19.52142  -3.98391  0.94459  0.1194
H  -20.21225  -2.26408  -0.95073  0.0836
H  -5.65046  3.46232  9.88906  0.0871
H  4.29274  -2.93941  4.77921  0.0734
H  -6.40376  9.89689  6.32622  0.0864
H  -12.13477  -1.70019  3.02377  0.0800
H  -17.87992  -4.63560  2.49323  0.1147
H  -3.66998  -8.74422  11.37625  0.0910
C  -8.56642  -6.68127  4.46471  -0.0868
C  -16.00942  -2.73531  3.65057  -0.1788
O  -7.51860  -6.86296  5.42805  -0.2057
H  -5.27327  -9.58756  11.34828  0.0899
O  -3.19453  -3.30343  12.09498  -0.1963
H  -2.32579  4.63367  9.36286  0.1203
H  5.86950  -2.88407  4.21315  0.0880
H  -2.38868  -2.78261  -0.52174  0.1297
H  -0.62865  -1.45516  0.90387  0.1314
N  -16.67242  -2.81414  2.37161  -0.0730
H  -4.03246  -4.60932  10.57703  0.1224
H  -6.87559  -8.06596  7.25443  0.1126
H  -8.25963  -6.84295  3.43135  0.0885
O  -4.18997  1.14588  4.07385  -0.2861
C  -0.61866  -2.14210  -1.14826  -0.1744
C  -19.33564  -1.70904  -0.61666  -0.1148
H  -1.88468  6.61171  -2.75114  0.1245
H  2.82484  -1.07787  6.51785  0.1096
C  0.27946  -0.12684  5.64776  -0.1679
H  -16.63717  -2.18000  4.34746  0.1179
H  -0.77759  -1.49980  6.78181  0.1164
O  -4.72144  -8.55731  9.66954  -0.1659
C  -12.60689  -2.10906  2.13045  -0.1015
O  0.05989  -0.12607  8.04385  -0.1792
H  -19.48837  -0.63604  -0.50070  0.0883
H  -0.35450  7.76016  -0.95567  0.0960
H  -7.76270  2.76007  -1.92821  0.0907
C  -6.01965  -8.22398  9.14913  -0.2047
H  -7.03492  -2.52720  9.91073  0.0957
N  -4.78026  0.19372  1.58206  -0.3059
H  -2.07422  7.80132  -0.36370  0.0927
H  -5.40239  -5.66902  -2.77333  0.0965
C  -5.23055  -5.35890  -1.74260  -0.1122
O  -7.46447  -0.30075  8.93133  -0.1768
H  -4.69660  -2.19395  8.33537  0.1078
C  -0.40055  -1.02697  -0.07219  -0.1753
H  -6.16265  9.44740  8.01067  0.0883
Hg  -3.54034  0.58643  -1.42443  1.1960
H  -6.25519  5.17349  10.31556  0.0865
N  -6.04564  -2.70563  9.81281  -0.0523
C  -5.35479  -2.92273  11.14755  -0.1686
O  -4.66389  9.12119  6.75059  -0.1861
H  -6.08149  -4.80482  -1.34636  0.0960
C  -3.43872  4.86477  7.53844  -0.2637
H  -5.86772  -3.52797  11.89501  0.1171
C  -4.14463  8.18708  5.77793  -0.2006
H  -0.14502  -0.63905  4.78431  0.1093
N  -5.32769  -6.60190  7.47325  -0.0038
H  -0.79854  0.81542  1.67818  0.0990
H  -14.09229  -1.87330  4.37284  0.1116
H  3.80728  0.23248  3.79273  0.1163
O  -13.77583  -2.73764  2.62992  -0.2244
H  -9.06494  -5.72476  4.62181  0.0859
C  -5.53247  4.37703  -1.95264  -0.1656
O  -1.27671  5.86942  -0.88211  -0.1854
H  -6.95829  1.52550  -0.82456  0.0826
O  -5.66680  2.93171  -1.72489  -0.2700
C  -6.95515  2.53689  -1.23096  -0.0989
H  -6.19247  -0.30736  7.33251  0.1181
C  3.94206  -0.09053  4.82501  -0.1550
H  -3.92637  -4.09289  -3.46851  0.1236
S  -5.03271  1.33931  2.88794  0.6170
H  -1.04038  3.64700  -2.51596  0.1141
C  -14.64411  -1.96318  3.43715  -0.1979
C  -4.70349  -8.71411  11.03122  -0.1542
C  -1.35022  5.79156  -2.27177  -0.2261
O  -4.45653  -1.54347  3.41848  -0.2765
H  -6.42923  -7.35002  9.65565  0.1229
C  4.98030  -2.25713  4.27935  -0.1362
H  4.21417  0.81641  5.36494  0.1193
C  2.68056  -0.71385  5.50062  -0.2242
H  -1.39506  -4.11739  11.45643  0.0809
H  -4.49324  8.41264  4.77012  0.1094
H  1.83938  -0.55105  9.09868  0.0840
O  -3.98484  -4.78089  -1.52494  -0.1541
H  -18.60938  -3.13302  3.01180  0.1195
H  -5.29731  -8.73682  7.24176  0.1342
H  -5.07732  -7.87059  11.61159  0.0818
H  -16.10704  -3.17788  1.61787  0.1098
H  -1.43098  -2.46627  11.20170  0.0736
H  -4.29356  4.38350  7.06332  0.0963
F  -5.21180  -2.00820  1.21321  -0.2522
H  -0.32313  5.85966  -2.63029  0.1267
N  -2.03653  -2.31936  -1.34727  -0.0434
H  -4.05088  5.66200  -2.69330  0.1236
H  -5.91691  -5.95099  7.97249  0.1177
C  -2.31940  -3.30177  -2.37894  -0.1800

---

No. 2
The following is a DFT calculation (ωB97M-V with the def2-TZVPD basis set) of a molecular structure, C42H105In2N7Na3O26P3 in a non-equilibrium geometry.

Lowest unoccupied orbital energy (eV): -4.20
HOMO energy (Ha): -0.292
HOMO-LUMO gap (eV): 3.74
Multiplicity: 1

Each line ends with the Löwdin charge.
Atoms and positions in Å:
H  -15.42675  13.08237  3.89739  0.1236
N  -22.28777  12.18467  -0.11708  -0.0335
H  -20.89671  6.29332  -0.79394  0.0698
H  -17.70477  13.57070  6.08034  0.0726
C  -21.32479  14.69027  7.92861  -0.1643
H  -21.00550  9.55773  11.75387  0.0847
C  -16.32532  12.81555  3.34109  -0.1596
C  -24.95314  14.93236  3.41340  -0.0853
O  -22.23607  6.43129  4.20085  -0.4010
C  -25.73890  11.42946  7.47933  -0.1816
H  -23.14485  9.69546  9.76623  0.1148
H  -14.65822  6.05420  2.62414  0.1313
N  -23.34400  10.79503  8.00451  0.0000
Na  -19.03933  11.56635  2.59282  0.2779
H  -19.52143  14.70388  -2.47097  0.0541
C  -24.82957  6.84148  -1.28509  -0.1595
H  -20.94168  13.09744  5.02689  0.0284
H  -27.50285  9.80553  1.06324  0.1226
H  -21.17704  15.93066  5.15816  0.1216
C  -21.48476  14.38994  0.77674  -0.1422
H  -26.00512  5.52351  10.85439  0.0825
N  -16.94881  8.18101  4.00571  -0.0313
H  -17.58841  14.15706  0.84936  0.1153
H  -24.62079  10.96742  -3.56736  0.0914
P  -21.73788  10.54437  4.17718  0.0009
H  -24.62643  7.41036  8.08128  0.0817
H  -18.44370  9.76414  6.71162  0.1183
H  -24.31308  13.91122  9.32707  0.0948
H  -25.26187  10.15086  4.83976  0.0854
C  -23.69152  14.17349  8.47093  -0.1456
C  -15.61093  7.61497  3.67085  -0.1731
O  -23.88338  14.41036  4.12335  -0.2344
C  -16.93622  8.75746  5.35920  -0.1163
H  -20.81285  6.96589  6.11596  0.0771
O  -23.58401  4.91979  2.64354  -0.3286
H  -30.05843  8.09214  3.45311  0.0896
H  -18.12628  11.94856  6.07632  0.0611
H  -26.62818  6.45217  3.37305  0.1145
H  -20.03693  13.15719  7.03710  0.1117
H  -20.96624  11.17121  9.56104  0.1245
C  -16.24885  11.91043  2.11265  -0.1776
H  -25.10296  7.49589  -2.11279  0.1123
H  -26.41031  8.86000  2.11955  0.0990
O  -19.09437  7.88101  5.87243  -0.2468
H  -18.50796  12.93742  -1.07346  0.1116
O  -16.62260  5.48185  3.16889  -0.2219
H  -15.12932  7.39631  4.62392  0.1168
O  -18.36195  9.25769  2.07778  -0.4003
H  -16.08280  6.78461  1.82296  0.1361
H  -19.93933  7.47684  7.55334  0.1039
O  -22.78048  10.81539  3.14309  -0.3056
O  -25.46596  10.22612  0.83498  -0.2288
H  -28.72426  9.00167  3.96067  0.0762
H  -21.92523  8.18250  11.08644  0.0726
O  -22.34015  13.99849  8.67265  -0.1658
C  -22.62941  9.85576  8.81928  -0.2341
C  -21.13110  6.77572  -1.74285  -0.0615
H  -21.68576  15.57165  7.39852  0.1096
H  -20.57154  14.84365  8.70138  0.1265
C  -23.19912  15.40091  4.92642  -0.1842
H  -27.11991  7.45908  0.08911  0.1212
H  -23.58880  13.70672  0.27397  0.1118
H  -21.06651  12.72928  -1.84399  0.1117
C  -22.04447  12.35824  -1.53740  -0.1955
H  -23.29584  5.76065  -0.40800  0.1153
H  -25.13340  10.02231  8.81797  0.1106
H  -22.90449  10.57101  7.12317  0.0383
H  -16.40125  12.37304  6.05729  0.0882
H  -21.28777  17.22363  -0.19817  0.0734
H  -25.41262  14.07949  2.91381  0.0889
H  -25.55482  15.19611  4.28318  0.0957
H  -20.82920  8.70842  6.63435  0.0822
H  -24.01420  13.69766  7.54489  0.0588
C  -24.66922  10.91967  -2.47949  -0.0761
H  -26.67505  4.78771  5.23021  0.1104
C  -25.99414  10.83564  5.26751  -0.1069
O  -17.48608  12.58331  4.19394  -0.2065
C  -23.37265  6.28763  -1.35905  -0.2429
H  -18.67292  16.01837  -3.15165  0.0800
C  -15.66528  6.44466  2.77071  -0.2103
C  -26.40369  8.27311  -0.02262  -0.1394
O  -20.65384  11.67145  4.27433  -0.3357
C  -20.63983  14.01631  6.74292  -0.2013
H  -26.74621  7.89676  4.42695  0.0926
C  -27.05360  6.86000  4.29000  -0.1768
H  -25.80178  7.11433  10.29302  0.0754
H  -25.43867  10.21279  -2.16907  0.0744
H  -23.97285  15.19698  8.22308  0.0789
H  -19.05005  9.74106  5.15361  0.0956
H  -28.57150  8.05686  2.51816  0.0657
C  -26.51383  5.84224  5.45398  -0.1099
H  -22.53290  17.69505  0.76636  0.0757
P  -22.97449  6.30116  2.76551  0.0161
H  -22.81761  13.02662  -1.91639  0.1126
H  -24.67433  4.37941  6.84751  0.1222
O  -19.86111  8.35362  0.45283  -0.3917
H  -20.62484  10.41243  8.24822  0.1053
H  -22.83949  13.08742  1.66957  0.1028
H  -18.29720  14.41781  -3.51889  0.0773
O  -21.80311  15.75443  1.23195  -0.2021
O  -25.55534  11.81704  6.14402  -0.1999
N  -25.04897  7.65636  -0.08309  -0.0328
Na  -23.31958  8.25682  4.79762  0.2616
H  -22.87142  16.53973  -0.55054  0.0801
H  -20.91534  6.01732  -2.49543  0.0895
C  -20.95821  8.68521  11.10227  -0.0567
O  -21.26625  9.20805  3.58718  -0.3656
N  -25.05161  6.07886  5.68180  -0.0755
H  -20.74278  13.91164  1.41611  0.1198
C  -20.24946  7.78870  6.55601  -0.1272
H  -25.57692  6.05514  -1.39106  0.1194
C  -22.24230  11.02077  -2.26858  -0.1645
O  -20.00888  10.77278  0.61333  -0.4049
N  -17.20899  12.16061  1.00852  -0.0593
H  -24.97225  12.14303  0.57291  0.0706
C  -21.74511  15.05722  4.83800  -0.1680
C  -26.53554  9.30813  1.13386  -0.1596
N  -21.43723  13.80506  5.55016  -0.0273
H  -23.63076  15.46181  5.92545  0.1089
C  -18.50858  15.05822  -2.66257  -0.1011
H  -21.28694  10.50304  -2.18277  0.1246
C  -28.97294  8.03119  3.53122  -0.1093
H  -24.55976  5.77997  4.85182  0.0555
H  -24.81327  7.12986  0.74598  0.0667
In  -22.53935  9.14412  0.95277  1.4038
O  -23.48780  10.28621  -1.99099  -0.2300
H  -16.43354  10.85504  2.31303  0.1012
C  -22.18354  16.79839  0.25445  -0.0710
H  -19.88643  14.75496  6.46926  0.1057
O  -17.84721  9.77594  -0.34309  -0.3235
H  -27.12506  5.90774  6.35410  0.1046
H  -16.86689  3.53798  3.75420  0.0932
H  -23.27512  5.50377  -2.11015  0.1282
H  -25.32403  11.59794  2.30507  0.0686
H  -16.45188  8.14659  6.12100  0.1187
C  -26.27383  6.17070  10.01950  -0.1117
H  -15.93886  13.70846  0.21873  0.1236
H  -16.22183  3.69627  2.21905  0.0862
H  -20.90676  14.44946  -0.14547  0.1050
C  -25.58931  11.55108  1.24888  -0.1116
C  -17.38184  12.62201  5.65161  -0.0583
H  -25.56405  12.28873  8.12677  0.1013
H  -27.33638  6.27638  9.80064  0.0903
H  -21.58724  15.18552  3.76715  0.1172
H  -15.20257  11.95107  1.80972  0.1167
H  -22.23122  11.19346  -3.34475  0.1163
H  -17.23724  8.84237  3.29894  0.0275
H  -24.93218  9.37258  7.27350  0.1005
H  -26.56320  12.03657  1.31172  0.0913
H  -26.78732  11.17104  7.62815  0.1218
H  -17.38774  11.34336  0.44259  0.0322
H  -26.35495  11.51863  4.49845  0.0977
O  -20.55713  9.08214  9.74158  -0.2021
H  -26.59583  8.81617  -0.94796  0.1062
C  -24.46245  5.44862  6.84733  -0.1528
H  -20.18023  8.02072  11.47819  0.0829
H  -16.92903  13.02116  -1.82167  0.1271
H  -15.11833  4.06869  3.46619  0.0918
In  -19.58015  6.94071  3.15619  1.4818
H  -22.58211  8.87058  8.35531  0.1163
H  -16.34624  9.67304  5.40093  0.1076
C  -18.45957  9.12318  5.83013  -0.1585
C  -22.62243  13.35526  0.63553  -0.2036
H  -16.51195  13.79737  2.90601  0.1083
H  -20.26927  7.44300  -1.73422  0.0770
H  -21.35201  11.89675  0.13099  0.0336
C  -16.98794  13.42626  0.30762  -0.1862
C  -21.19580  10.18842  9.14929  -0.2320
O  -28.44606  7.01513  4.35752  -0.1834
C  -17.57656  13.50340  -1.08939  -0.1981
H  -24.73267  15.83153  2.83810  0.0964
O  -17.64648  14.90322  -1.48723  -0.1753
O  -22.58301  10.29047  5.43840  -0.3724
O  -21.88039  6.62658  1.75696  -0.4166
O  -23.97085  7.53478  2.59001  -0.3921
Na  -23.38404  12.30573  5.07986  0.3106
C  -24.73024  10.28217  7.83917  -0.1655
H  -24.78174  11.91758  -2.05567  0.0829
H  -23.92091  6.31555  8.92552  0.1008
C  -24.71186  6.32781  8.17562  -0.1465
H  -23.39530  5.53909  6.64453  0.1007
H  -26.85751  10.26884  5.61596  0.0965
P  -18.96249  9.56915  0.63818  0.0236
O  -22.48345  7.32342  -1.48892  -0.1960
C  -16.17077  4.16791  3.20041  -0.1148
O  -25.80457  5.60104  8.81487  -0.2135
H  -14.93249  8.40213  3.34191  0.1318
H  -23.34102  16.39185  4.49515  0.1255